[1]
{"formula": "C2H3BF2O", "method": "ωB97M-V/def2-TZVPD", "species": ["F", "C", "H", "F", "B", "C", "O", "H", "H"], "coordinates": [[1.27, -1.79, 1.15], [-0.30, 0.43, 0.12], [-1.33, 0.58, 0.34], [-1.00, -0.01, -2.22], [0.36, -0.75, 1.14], [-0.06, 0.33, -1.36], [0.98, 0.62, -1.86], [-0.15, -0.60, 2.15], [0.23, 1.20, 0.53]], "smiles": "O=C(F)CBF", "homo_lumo_gap_ha": 0.4225, "homo_ev": -11.1}

***

[2]
{"formula": "C2H3BiF4NO5S2", "method": "ωB97M-V/def2-TZVPD", "species": ["N", "F", "S", "O", "Bi", "F", "O", "F", "H", "C", "S", "C", "H", "O", "F", "O", "O", "H"], "coordinates": [[-1.92, -0.82, 0.80], [1.24, -1.89, 3.42], [-0.82, -1.25, 1.85], [-1.78, -1.88, 2.77], [1.09, -0.63, -0.77], [1.04, 0.23, 3.08], [-2.36, 1.62, 0.02], [1.91, -0.72, -2.59], [0.29, 2.42, -2.67], [0.37, -0.90, 3.30], [-1.60, 0.40, -0.31], [0.94, 1.64, -3.08], [1.95, 1.85, -2.70], [0.40, -1.23, 0.94], [-0.20, -0.74, 4.47], [0.49, 0.39, -2.58], [-1.85, -0.11, -1.79], [0.80, 1.63, -4.17]], "total_charge": 1, "homo_lumo_gap_ha": [0.2512, 0.2515], "homo_ev": [-14.9, -14.5]}

***

[3]
{"formula": "C2H3Br2FSi", "method": "ωB97M-V/def2-TZVPD", "species": ["F", "Si", "Br", "H", "H", "H", "C", "Br", "C"], "coordinates": [[-1.98, -0.08, -1.88], [-1.64, -0.13, -0.32], [-3.11, -1.51, 0.56], [1.11, -1.51, 0.88], [1.66, 1.26, -0.43], [2.96, 0.22, 0.32], [1.03, -0.55, 0.40], [-1.93, 1.95, 0.39], [1.91, 0.34, 0.08]], "homo_lumo_gap_ha": [0.3062, 0.3062], "homo_ev": [-9.2, -9.2]}

***

[4]
{"formula": "C2H3Br2N", "method": "ωB97M-V/def2-TZVPD", "species": ["Br", "Br", "H", "C", "H", "H", "N", "C"], "coordinates": [[1.70, 1.49, -1.54], [-1.67, -0.74, 1.51], [0.64, 0.18, 1.75], [0.15, 0.23, -0.40], [-0.84, 0.55, -2.05], [0.65, -1.41, 0.90], [-0.82, 0.13, -1.14], [0.18, -0.43, 0.98]], "smiles": "[H]/N=C(\\Br)CBr", "homo_lumo_gap_ha": 0.3315, "homo_ev": -9.9}

***

[5]
{"formula": "C2H3Br2NO", "method": "ωB97M-V/def2-TZVPD", "species": ["C", "H", "H", "H", "N", "Br", "Br", "O", "C"], "coordinates": [[0.97, 1.38, 0.17], [0.26, -0.54, -0.96], [-0.88, 0.42, -0.37], [0.25, -0.38, 0.94], [1.59, 1.93, -0.87], [2.62, 3.30, -0.80], [0.18, 1.48, -3.16], [1.31, 1.85, 1.22], [0.14, 0.13, -0.07]], "homo_lumo_gap_ha": [0.2666, 0.2587], "homo_ev": [-10.2, -9.9]}

***

[6]
{"formula": "C2H3Br2O2S", "method": "ωB97M-V/def2-TZVPD", "species": ["O", "C", "Br", "H", "H", "O", "Br", "H", "S", "C"], "coordinates": [[2.83, 0.94, -0.28], [0.19, 0.18, -0.54], [-2.45, -0.91, 0.17], [-0.26, 0.27, -1.53], [-0.99, 0.70, 1.60], [1.03, 1.76, 1.43], [-2.05, 2.20, -0.25], [0.56, -0.84, 0.01], [1.53, 1.59, -0.01], [-1.38, 0.57, 0.53]], "total_charge": -1, "homo_lumo_gap_ha": 0.2355, "homo_ev": -3.4}

***

[7]
{"formula": "C2H3Br2OP", "method": "ωB97M-V/def2-TZVPD", "species": ["Br", "C", "Br", "H", "P", "O", "H", "H", "C"], "coordinates": [[-3.33, -1.40, -0.36], [-2.94, 0.40, -0.45], [-4.01, 1.53, 0.52], [1.95, 0.72, 0.16], [-0.41, 0.48, 0.07], [-0.24, -0.82, -0.60], [0.94, 2.21, 1.06], [-2.62, 1.01, -1.38], [1.00, 1.41, 0.43]], "homo_lumo_gap_ha": [0.2555, 0.2445], "homo_ev": [-8.8, -8.7]}

***

[8]
{"formula": "C2H3Br3Si", "method": "ωB97M-V/def2-TZVPD", "species": ["H", "C", "Br", "C", "Si", "Br", "H", "Br", "H"], "coordinates": [[0.50, -0.11, -1.08], [-2.12, -0.04, 0.35], [-4.94, 0.10, 0.49], [-3.27, -0.59, 0.20], [-0.27, -0.13, 0.34], [-2.62, 3.03, -0.24], [0.03, -1.50, 1.20], [-3.22, -2.44, -0.30], [0.02, 0.77, 1.39]], "homo_lumo_gap_ha": [0.2977, 0.2236], "homo_ev": [-10.1, -9.4]}

***

Record order is preserved below.
Energy above the lowest of the compared OMol25 structures with the same formula, charge and spin: 0.632, 1.657, 2.617, 0.763, 2.113, 1.481, 5.254, 7.541 eV